The following is a DFT calculation (ωB97M-V/def2-TZVPD) of a molecular structure, C9H13AuClFNO4Si.

Structure (XYZ):
```
31
Properties=species:S:1:pos:R:3:lowdin_charge:R:1
Au -1.235 -1.924 0.108 0.88
C 2.945 0.327 -1.112 -0.17
Si 1.844 -0.956 -0.344 0.48
C 1.905 -0.951 1.504 -0.16
C 2.037 -2.610 -1.140 -0.17
N 0.064 -0.528 -0.706 -0.04
C -0.431 0.567 -1.011 -0.31
C 0.119 1.921 -1.119 0.03
C -0.355 2.885 -0.324 -0.01
C -1.434 2.723 0.642 0.04
C -2.495 1.894 0.567 0.06
C -2.728 1.084 -0.583 -0.32
F -3.921 0.920 -0.995 0.28
H 3.976 -0.021 -1.005 0.05
H 2.888 1.298 -0.619 0.04
H 2.768 0.450 -2.183 0.05
H 2.916 -1.207 1.830 0.05
H 1.220 -1.679 1.941 0.03
H 1.666 0.033 1.913 0.04
H 3.060 -2.966 -0.998 0.05
H 1.849 -2.565 -2.214 0.05
H 1.364 -3.350 -0.703 0.03
H 0.954 2.085 -1.786 0.13
H 0.123 3.857 -0.344 0.13
H -1.418 3.408 1.482 0.14
H -3.299 1.912 1.289 0.15
O -2.597 -1.436 3.031 -0.45
Cl -3.479 -1.943 2.005 0.91
O -3.792 -0.845 1.066 -0.52
O -2.658 -2.951 1.157 -0.63
O -1.856 0.569 -1.349 0.18
```

Properties
E_LUMO: -5.640 eV
total charge: +1
HOMO energy: -13.12 eV
frontier orbital gap: 0.2747 hartree
relative energy (zero: lowest compared OMol25 entry of this formula, charge and spin): 0.3 kcal/mol